1.
A structure of composition C13H31Cl2N2PSY. Source: the OMol25 dataset; level of theory: the ωB97M-V functional and the def2-TZVPD basis.

## Properties
Frontier orbital gap, eV: 5.2
DFT total energy, eV: -63179.416
Total charge: -1
F_max, hartree/bohr: 0.0652
HOMO energy, eV: -3.128

Structure (XYZ):
```
51
C13H31Cl2N2PSY (the ωB97M-V functional and the def2-TZVPD basis)
Y -0.180 -0.381 1.539
Cl -1.437 1.731 0.868
Cl 1.212 -2.315 0.693
H -1.772 -1.225 0.760
H 1.418 0.660 0.959
P -0.189 -0.262 -2.116
C 0.091 1.453 -2.717
C 0.942 -1.381 -3.033
C -1.962 -0.667 -2.471
C 1.093 2.199 -1.815
H -0.897 1.937 -2.586
C 0.508 1.495 -4.186
H 1.544 1.161 -4.311
H 0.436 2.533 -4.525
H -0.140 0.887 -4.820
H 0.659 2.392 -0.829
H 1.342 3.154 -2.292
H 2.016 1.628 -1.657
H -2.478 0.130 -1.904
C -2.420 -2.028 -1.895
C -2.233 -0.531 -3.968
H -2.143 0.512 -4.290
H -3.258 -0.869 -4.162
H -1.544 -1.157 -4.556
H -1.688 -2.483 -1.210
H -2.647 -2.742 -2.704
H -3.338 -1.864 -1.313
C 2.384 -1.098 -2.579
H 0.811 -1.104 -4.089
C 0.592 -2.844 -2.833
H 2.768 -0.145 -2.958
H 3.032 -1.895 -2.956
H 2.457 -1.101 -1.481
H 0.607 -3.111 -1.762
H 1.355 -3.454 -3.339
H -0.386 -3.110 -3.254
S -0.881 -1.515 3.825
C -0.273 -0.071 4.517
N -1.126 0.822 5.056
C -0.778 1.543 6.285
C 0.657 2.018 6.196
C 1.598 0.896 5.798
N 1.066 0.187 4.627
H -2.100 0.568 4.935
H -0.925 0.887 7.149
H -1.468 2.388 6.373
H 0.968 2.418 7.168
H 0.731 2.829 5.468
H 1.726 0.190 6.631
H 2.589 1.283 5.525
H 1.658 -0.548 4.239
```

These are the Mulliken partial charges, in e, on atoms 1 to 6: -0.155 -0.613 -0.575 0.000 -0.081 0.440

2.
A cluster of 2 separate species, C13H31N5 in total. Source: the OMol25 dataset; level of theory: the ωB97M-V functional and the def2-TZVPD basis.

## Properties
Frontier orbital gap (spin up / spin down), eV: 5.3 / 7.5
2S+1: 2
DFT total energy, eV: -21424.266
Total charge: +1
F_max, hartree/bohr: 0.0927
HOMO energy (spin up / spin down), eV: -8.477 / -10.630
⟨S²⟩: 0.754

Structure (XYZ):
```
49
C13H31N5 (the ωB97M-V functional and the def2-TZVPD basis)
H 2.494 0.745 -0.180
C 3.203 0.504 0.616
C 4.596 1.007 0.530
N 4.972 2.187 1.343
N 2.824 -0.121 1.698
C 1.459 -0.459 2.145
C 0.446 -0.192 1.059
N -0.915 -0.539 1.555
H -0.870 -1.485 1.946
H -1.168 0.109 2.320
C -2.020 -0.517 0.563
C -3.384 -0.742 1.229
N -4.274 0.358 1.133
C -5.661 0.163 1.482
C -6.398 1.482 1.327
N -5.565 2.556 1.884
H 5.271 0.190 0.811
H 4.766 1.261 -0.517
H 4.247 2.897 1.361
H 5.197 1.907 2.293
H 3.566 -0.327 2.363
H 1.422 -1.523 2.437
H 1.220 0.128 3.051
H 0.408 0.860 0.765
H 0.611 -0.817 0.175
H -1.950 0.443 0.047
H -1.801 -1.315 -0.152
H -3.863 -1.589 0.698
H -3.263 -1.100 2.282
H -3.937 1.287 1.411
H -6.082 -0.581 0.784
H -5.793 -0.205 2.517
H -6.520 1.688 0.262
H -7.379 1.417 1.804
H -5.991 3.462 1.723
H -5.510 2.422 2.893
C 2.214 0.078 -4.040
C 3.090 -0.956 -3.359
C 4.015 -0.568 -2.436
C 2.926 -2.353 -3.691
C 1.917 -2.844 -4.459
H 1.711 -0.362 -4.906
H 1.431 0.489 -3.378
H 2.821 0.925 -4.389
H 4.630 -1.317 -1.929
H 4.220 0.489 -2.264
H 3.667 -3.036 -3.256
H 1.833 -3.912 -4.648
H 1.169 -2.191 -4.908
```

These are the Mulliken partial charges, in e, on atoms 1 to 6: 0.468 -0.309 -0.787 -0.511 -0.116 -0.593